[1]
Formula: C30H52BN10O2RhSbSi3
Source: the Open Molecules 2025 dataset
Level of theory: the ωB97M-V functional and the def2-TZVPD basis

Results
* frontier orbital gap (alpha / beta): 8.4 / 4.7 eV
* relative energy (zero: lowest compared OMol25 entry of this formula, charge and spin): 208.2 kJ/mol
* charge: +2
* multiplicity: 6
* E_HOMO (alpha / beta): -13.03 / -13.03 eV

Each line ends with the Löwdin charge.
Atoms and positions in Å:
N: -0.48 -5.11 -2.58  0.119
C: 1.70 1.92 4.62  -0.202
N: -0.32 -1.58 -3.52  0.040
H: -0.02 -2.10 0.84  -0.013
H: -0.84 2.94 4.87  0.014
N: -1.21 -2.50 -1.41  0.027
H: -0.44 -7.81 -2.04  0.080
H: 1.03 -2.54 2.21  0.030
H: -2.83 5.12 2.70  0.056
H: 0.88 1.41 5.11  0.010
C: -0.96 -0.62 -5.42  0.018
Sb: -0.30 1.29 1.58  1.154
C: 3.17 2.66 2.11  -0.188
H: -3.32 0.86 -0.98  0.088
H: -1.97 1.59 4.98  0.024
H: 4.32 0.15 0.24  0.090
H: -2.39 -4.16 -1.87  0.113
N: 1.31 -2.25 -1.65  0.031
H: -1.07 4.98 2.56  0.029
N: -1.43 -1.26 -0.89  -0.026
C: 0.00 -2.43 1.88  -0.190
H: 2.77 3.66 2.31  0.026
C: -2.02 4.55 2.24  -0.204
H: 2.56 5.78 -1.98  0.144
H: -2.90 0.50 0.69  -0.027
C: 1.04 -5.68 -4.14  -0.001
C: 0.01 -6.12 -3.27  -0.336
H: 0.07 -8.21 -3.69  0.080
C: -0.50 -7.51 -3.09  -0.026
C: 1.11 -4.33 -3.92  -0.111
N: 0.90 2.52 -1.02  0.051
C: -1.50 1.71 -4.38  -0.014
H: -0.38 -2.22 5.14  0.062
H: -1.20 -0.46 -6.45  0.117
H: 3.34 2.56 1.04  0.017
H: -3.19 -2.02 2.01  0.028
C: 2.90 -0.96 -0.90  -0.321
H: 4.40 -2.58 -0.69  0.121
H: 0.51 5.98 0.79  0.092
H: 1.52 2.99 4.65  0.041
H: -2.15 1.93 -3.53  0.073
Si: -2.22 2.79 2.81  0.438
C: -2.83 -1.71 2.98  -0.170
H: -2.06 1.93 -5.29  0.091
C: -0.39 -1.20 4.75  -0.188
C: -3.38 -2.36 -0.97  0.010
C: 3.41 -2.25 -0.95  0.023
H: -3.45 -0.92 3.38  0.026
H: -4.08 1.12 2.70  0.019
H: -0.31 -2.75 -5.28  0.125
H: 1.78 6.74 -0.17  0.103
C: 2.14 3.79 -2.65  0.050
C: 3.59 0.30 -0.55  -0.022
H: -2.11 4.65 1.16  0.041
H: 4.12 0.68 -1.43  0.106
N: 1.51 4.72 -0.54  -0.026
H: 2.48 -0.96 3.63  0.031
Si: 2.07 1.36 2.87  0.436
C: 1.50 5.85 0.38  0.025
H: 2.60 1.72 5.21  0.059
H: -4.64 2.78 2.89  0.058
H: -1.07 -0.63 5.37  0.036
H: -0.64 2.38 -4.35  0.071
H: -2.54 3.25 5.17  0.057
H: 2.61 3.88 -3.61  0.131
C: -0.49 -1.78 -4.84  -0.027
C: -2.74 -1.16 -0.65  -0.365
C: 1.48 2.58 -2.26  -0.503
C: -3.91 2.15 2.38  -0.205
N: 0.18 -4.00 -2.98  -0.026
H: -2.93 -2.57 3.67  0.061
C: -1.06 0.29 -4.36  -0.327
C: 2.11 4.82 -1.77  -0.005
C: -2.38 -3.17 -1.47  -0.020
N: 1.61 -0.98 -1.30  -0.018
C: 0.93 3.54 -0.17  -0.536
H: 3.88 -0.29 2.79  0.052
H: 1.76 -3.58 -4.35  0.132
O: 0.43 3.44 0.99  -0.264
H: -4.43 -0.06 0.03  0.099
H: 2.34 -4.08 -1.66  0.138
N: -0.70 -0.31 -3.23  -0.020
C: 2.79 -0.36 2.77  -0.204
B: -0.02 -2.63 -2.39  -0.645
Rh: 0.06 0.43 -1.30  1.151
H: 2.87 1.06 -0.24  0.027
H: -1.55 -7.57 -3.39  0.082
C: -1.84 2.61 4.62  -0.195
H: 4.13 2.58 2.61  0.062
H: -0.47 -3.42 1.90  0.063
C: -3.38 0.10 -0.20  -0.055
C: 2.37 -3.03 -1.43  -0.013
H: 2.51 -0.89 1.86  0.003
Si: -1.01 -1.35 3.00  0.577
H: 2.21 5.69 1.19  0.096
H: 0.62 -0.81 4.85  0.006
H: -4.13 2.22 1.31  0.031
O: 1.37 1.55 -2.94  -0.024
H: 1.62 -6.27 -4.82  0.111
H: -4.42 -2.59 -0.88  0.117

***

[2]
Formula: C30H52BN2O17P2
Source: the Open Molecules 2025 dataset
Level of theory: the ωB97M-V functional and the def2-TZVPD basis

Results
* frontier orbital gap: 6.9 eV
* charge: +1
* E_HOMO: -11.51 eV

Each line ends with the Löwdin charge.
Atoms and positions in Å:
B: 1.23 -3.31 -0.15  -0.514
H: -4.53 -0.17 -1.42  0.018
C: 4.98 -6.87 -1.89  -0.117
H: 2.73 2.67 4.36  0.097
H: 2.13 -4.61 0.96  0.104
H: 2.16 1.52 1.60  0.078
H: 3.24 -1.33 -0.72  0.132
H: 1.27 2.60 3.24  0.089
H: 2.05 -3.45 -1.90  0.095
H: 7.62 2.97 6.46  0.137
C: -4.11 2.47 0.27  -0.203
H: 5.87 2.68 4.36  0.132
O: 1.63 -4.12 -1.30  0.086
O: 4.05 5.06 7.35  0.163
C: -9.18 6.09 -0.71  -0.129
C: 5.85 -5.71 -1.50  -0.120
H: -8.55 8.12 -0.31  0.138
C: 1.07 -0.57 -0.51  -0.061
C: -5.06 3.12 -0.86  -0.247
H: -3.38 -4.05 0.35  0.115
C: -2.27 -3.79 0.55  -0.192
C: -7.68 5.31 0.76  -0.558
H: -0.56 -3.85 2.76  0.089
H: 6.18 1.94 6.62  0.136
H: -6.10 3.26 -0.38  0.097
C: -8.13 7.13 -0.47  -0.132
O: 2.80 -4.76 -4.28  0.040
C: 1.99 0.54 2.15  -0.235
O: 3.74 -6.00 1.14  0.140
C: 2.91 -0.57 1.45  -0.125
O: 5.13 -5.13 -0.42  0.063
H: -9.40 5.95 -1.77  0.137
H: -5.18 2.40 -1.76  0.100
H: 4.01 -0.34 1.63  0.131
H: -2.11 -3.65 -1.54  0.143
H: 0.75 -4.52 -4.11  0.136
C: 4.86 4.39 6.77  -0.545
H: -4.22 3.12 1.21  0.125
C: -1.28 0.48 -1.17  -0.106
C: 6.02 3.47 5.09  -0.138
N: -1.55 -3.42 -0.70  -0.017
C: 4.35 -6.10 0.11  -0.535
H: -1.81 -4.77 0.95  0.136
C: -2.24 -2.74 1.76  -0.228
P: -3.70 -1.34 -1.47  0.810
H: 2.43 1.18 -2.78  0.051
O: -7.13 4.57 1.52  0.141
H: 1.69 -3.04 -4.38  0.130
H: -5.38 5.03 -2.04  0.072
O: 0.14 3.69 -1.28  -0.335
O: -8.60 4.91 -0.17  0.058
C: -0.89 -2.76 2.65  -0.098
H: 4.22 -6.59 -2.63  0.125
O: 4.72 -5.17 -5.41  0.161
C: -2.24 1.70 -1.53  -0.172
C: -4.60 4.59 -1.33  -0.119
C: 2.37 2.25 -2.39  -0.252
H: 6.83 -6.03 -1.15  0.139
C: 0.36 -1.97 -0.48  0.089
H: -4.21 -2.26 -0.51  0.022
H: -4.47 1.41 0.54  0.103
H: 3.40 2.50 -1.93  0.058
H: -4.51 5.32 -0.45  0.091
H: -3.08 -3.06 2.48  0.126
C: 1.85 2.00 4.02  -0.106
H: 3.13 0.47 -0.50  0.092
C: 0.23 0.72 -0.86  -0.191
O: 2.44 0.77 3.53  -0.224
H: -10.11 6.30 -0.18  0.138
C: 2.65 -0.52 -0.16  -0.144
H: 6.67 4.24 4.66  0.135
H: 2.13 3.03 -3.20  0.058
O: 1.69 -3.73 1.13  0.124
C: 1.52 -4.31 -6.12  -0.122
C: 3.58 -4.82 -5.40  -0.543
H: -2.45 -1.66 1.49  0.092
H: -3.24 1.37 -1.98  0.077
O: 5.97 3.85 7.35  0.068
O: 4.34 -7.21 -0.67  0.079
P: 1.15 2.36 -0.90  0.953
H: 1.16 1.80 4.91  0.102
H: 0.40 3.97 -2.19  0.057
O: -3.72 -2.05 -2.85  -0.470
O: -7.47 6.65 0.70  0.063
N: -1.07 -2.13 -0.74  -0.089
O: 2.88 -4.43 -6.50  0.075
C: -1.86 -0.95 -1.09  -0.125
H: -7.40 7.18 -1.29  0.131
C: 6.53 2.95 6.40  -0.134
C: 1.60 -4.10 -4.64  -0.148
H: 5.98 -5.00 -2.31  0.135
H: 0.90 0.20 2.15  0.126
H: -2.27 3.60 -0.31  0.103
H: -3.60 4.59 -1.92  0.073
H: 5.55 -7.71 -2.28  0.142
C: -2.56 2.50 -0.16  -0.198
H: 1.00 -5.24 -6.38  0.141
H: -0.06 -2.08 2.26  0.053
H: -1.87 2.08 0.65  0.113
H: -1.72 2.34 -2.33  0.118
O: 4.78 4.07 5.45  0.041
H: 2.69 -1.59 1.91  0.113
H: -1.16 -2.39 3.71  0.094
H: 1.04 -3.49 -6.64  0.139

***

[3]
Formula: C30H52BrN3P2PbS
Source: the Open Molecules 2025 dataset
Level of theory: the ωB97M-V functional and the def2-TZVPD basis

Results
* frontier orbital gap (alpha / beta): 4.8 / 4.8 eV
* relative energy (zero: lowest compared OMol25 entry of this formula, charge and spin): 0.0 kJ/mol
* charge: +2
* E_HOMO (alpha / beta): -12.43 / -12.43 eV

Each line ends with the Löwdin charge.
Atoms and positions in Å:
S: -0.90 1.40 2.78  0.550
P: 3.70 1.38 -1.38  0.966
N: -0.96 -0.17 4.96  -0.020
H: 2.58 4.56 0.22  0.078
H: -1.75 -5.55 1.97  0.093
C: 0.50 1.78 6.41  -0.240
H: -4.36 4.84 -6.08  0.117
H: -1.25 -0.44 0.49  0.066
H: -1.85 -3.15 1.30  0.088
H: 3.56 -0.75 -0.21  -0.030
H: 3.71 -1.76 -2.08  0.055
C: 5.36 0.08 0.63  -0.146
C: -0.97 0.77 -2.68  -0.287
H: -2.59 3.28 -5.39  0.099
H: -2.77 -2.28 -2.48  0.106
P: -1.21 -3.25 -0.98  1.007
H: -2.36 5.48 -1.64  0.119
N: 0.64 1.49 4.96  -0.015
C: -0.29 -1.58 -1.13  -0.778
C: -1.06 -0.43 -0.58  -0.112
C: -1.35 0.68 -1.32  -0.008
H: 0.80 -4.09 -1.84  0.080
H: 3.70 4.27 -1.14  0.068
H: 1.55 2.69 -1.01  -0.011
H: -1.61 1.79 -4.51  0.131
C: -1.28 3.30 -2.92  -0.315
H: 2.55 0.73 -3.44  -0.024
Pb: 0.87 2.70 -3.45  1.561
C: -2.74 5.33 -2.66  -0.010
H: -3.62 -2.57 0.44  0.068
C: 3.95 0.24 0.07  -0.453
H: -1.67 -4.88 -3.54  0.082
N: -4.36 5.91 -4.32  0.075
C: -1.24 -3.87 0.73  -0.353
H: 2.65 1.82 6.71  0.081
C: -2.24 4.28 -3.46  -0.236
H: -4.22 6.90 -2.50  0.120
H: 3.14 -1.54 -3.73  0.073
H: 1.90 3.42 6.49  0.078
H: 5.35 -0.74 1.36  0.075
H: 0.02 -5.20 -3.93  0.097
H: 0.01 -0.20 -4.33  0.139
H: 0.78 -2.12 -3.00  0.109
C: -0.24 -4.40 -1.97  -0.317
H: -4.04 -1.33 -0.78  0.081
H: -0.18 -2.99 6.68  0.082
C: 3.27 3.83 -0.23  -0.169
H: 1.68 2.55 8.01  0.084
H: -1.92 1.52 -0.87  0.148
H: -0.36 2.45 6.57  0.131
C: -3.91 -2.41 -0.61  -0.102
H: -1.48 -2.87 5.47  0.070
C: -2.89 -2.96 -1.62  -0.296
C: 0.07 -1.42 -2.57  -0.160
C: -3.80 6.10 -3.12  -0.110
H: -1.54 -1.88 6.95  0.086
C: 2.83 0.20 -2.50  -0.540
H: -1.13 -6.01 0.39  0.075
H: 4.66 -0.78 -3.21  0.086
C: 3.65 -1.04 -2.89  -0.135
H: 4.09 3.67 0.48  0.082
H: -0.58 -3.53 -3.95  0.066
C: -0.27 -0.30 -3.27  -0.095
H: -3.19 -3.95 -2.00  0.098
Br: 1.30 -1.90 0.01  0.925
H: 2.26 2.06 0.48  0.068
H: -2.79 -5.41 0.55  0.085
C: 2.52 2.52 -0.49  -0.468
H: 6.09 -0.18 -0.14  0.072
C: -1.22 1.97 -3.50  -0.347
H: 0.52 -1.68 4.67  0.119
H: -0.23 -3.79 1.14  0.051
H: 1.04 2.25 4.42  0.113
H: 0.29 0.84 6.93  0.095
C: -0.39 0.88 4.30  -0.899
C: 1.77 2.43 6.93  -0.083
C: -1.76 -5.28 0.91  -0.105
C: -0.07 -1.23 5.49  -0.252
H: 1.93 -0.10 -1.96  0.009
H: 5.69 0.97 1.17  0.072
H: -1.77 -0.54 4.45  0.114
H: -1.06 3.44 -1.85  0.104
C: -0.65 -4.49 -3.43  -0.112
H: -4.87 -2.90 -0.78  0.092
H: 3.31 0.59 0.89  0.060
H: 0.64 -0.77 6.18  0.097
C: -2.84 4.10 -4.73  -0.016
H: -0.32 -5.38 -1.49  0.096
C: -3.89 4.95 -5.11  -0.114
C: -0.88 -2.30 6.19  -0.083

***

Quick rundown of largest force on an atom, same order as above: 0.743, 5.640, 3.301 eV Å⁻¹